Entry 1:
A gas-phase ion, C6H10N (charge +1) at a distorted geometry, computed with ωB97M-V/def2-TZVPD.

```
! RIJCOSX wB97M-V def2-TZVPD def2/J DEFGRID3
* xyz 1 1
C -1.26618 1.89496 -3.63272
N -0.87412 1.14102 -2.86836
C -0.67455 0.24303 -1.96583
C 0.28685 0.31052 -1.00720
C 0.56305 -0.48383 0.21838
C 0.29752 0.00874 1.67453
C 0.37586 -1.11615 2.73852
H -1.43878 2.36540 -4.55100
H -1.52228 -0.40767 -1.97065
H 0.98167 1.11130 -1.09381
H 1.57970 -0.73227 0.04202
H 0.04600 -1.48181 -0.10313
H 1.04268 0.92898 1.82656
H -0.73841 0.38229 1.60540
H 1.34756 -1.65973 2.51291
H -0.34317 -1.87047 2.73339
H 0.33662 -0.63431 3.84097
*
```

Output
**Frontier orbital gap**: 9.21 eV
**Max |F|**: 5.06 eV/Å
**Structure (SMILES)**: C#[N+]/C=C/CCC
**E_HOMO**: -14.615 eV
**LUMO level**: -5.408 eV
**Energy relative to the best compared isomer or geometry (same formula, charge and spin)**: 252.09 kJ/mol


Entry 2:
C6H9ClN2 in the gas phase at a distorted geometry, computed with ωB97M-V/def2-TZVPD.

```
! RIJCOSX wB97M-V def2-TZVPD def2/J DEFGRID3
* xyz 0 1
C 1.38459 -0.45276 -0.83280
C 2.21344 0.62352 -0.30256
C 0.22261 -0.94287 -0.40723
C 1.83661 1.81084 0.15185
C -0.60972 -0.49830 0.76577
C -1.93296 0.02902 0.30376
N -4.13927 -0.51160 -0.42075
N -2.96898 -0.74163 0.06102
Cl -2.03291 1.69596 -0.17215
H 1.83830 -0.94700 -1.68585
H 3.27627 0.41395 -0.36761
H -0.20655 -1.77486 -0.95202
H 2.55956 2.53898 0.47662
H -0.78524 -1.36014 1.41826
H -0.08844 0.26725 1.33845
H -4.22517 0.46450 -0.71125
H 0.80385 2.11122 0.19310
H -2.86464 -1.71972 0.34804
*
```

Output
**Frontier orbital gap (alpha / beta)**: 8.38 / 8.39 eV
**Max |F|**: 1.09 eV/Å
**E_HOMO (alpha / beta)**: -7.679 / -7.680 eV
**LUMO level (alpha / beta)**: 0.705 / 0.705 eV
**Energy relative to the best compared isomer or geometry (same formula, charge and spin)**: 211.78 kJ/mol


Entry 3:
2 unconnected molecules or ions with the total composition C4H12S at a distorted geometry, computed with ωB97M-V/def2-TZVPD.

```
! RIJCOSX wB97M-V def2-TZVPD def2/J DEFGRID3
* xyz 0 1
C 1.42713 -0.36481 1.71172
S 2.62656 -1.50211 0.95013
C 2.65697 -0.83560 -0.70736
H 0.80130 0.14947 0.98563
H 0.76117 -0.99197 2.29468
H 1.95797 0.37333 2.31489
H 1.71889 -1.01953 -1.23003
H 3.46650 -1.26965 -1.29481
H 2.80008 0.24939 -0.65634
C -1.82587 0.47623 -1.14908
C -2.68627 0.80555 0.07228
H -1.47062 1.34387 -1.70823
H -0.96386 -0.13539 -0.90014
H -2.46028 -0.12597 -1.80646
H -3.38017 0.01816 0.35087
H -3.31551 1.66875 -0.15857
H -2.11400 1.16029 0.93082
*
```

Output
**Frontier orbital gap**: 9.45 eV
**Max |F|**: 1.22 eV/Å
**Structure (SMILES)**: CSC.CC
**E_HOMO**: -8.446 eV
**LUMO level**: 1.002 eV
**Energy relative to the best compared isomer or geometry (same formula, charge and spin)**: 22.90 kJ/mol


Entry 4:
C3H7NO2S in the gas phase at a distorted geometry, computed with ωB97M-V/def2-TZVPD.

```
! RIJCOSX wB97M-V def2-TZVPD def2/J DEFGRID3
* xyz 0 3
C 0.98656 -0.95120 -0.41379
C 0.11815 1.39989 -0.41702
C -0.19418 0.03601 0.11658
N -1.62101 -0.22933 -0.00870
O -1.98379 -1.14491 -0.72146
O -2.29891 0.45465 0.68809
S 0.03442 -0.00570 1.91318
H 0.62234 -1.98291 -0.55987
H 1.69419 -0.82586 0.31810
H 1.53433 -0.61391 -1.28267
H -0.48808 2.16430 0.14447
H -0.14310 1.45665 -1.46666
H 1.19114 1.57752 -0.28989
H 0.54795 -1.33519 1.97966
*
```

Output
**⟨S²⟩**: 2.009
**Frontier orbital gap (alpha / beta)**: 7.89 / 6.28 eV
**Max |F|**: 8.85 eV/Å
**E_HOMO (alpha / beta)**: -7.279 / -9.650 eV
**LUMO level (alpha / beta)**: 0.615 / -3.373 eV
**Energy relative to the best compared isomer or geometry (same formula, charge and spin)**: 489.17 kJ/mol


Entry 5:
A molecular structure, C19H32N7O2RuS2 at a distorted geometry, computed with ωB97M-V/def2-TZVPD.

```
! RIJCOSX wB97M-V def2-TZVPD def2/J DEFGRID3
* xyz 2 2
Ru -0.06046 -0.47876 -0.46197
C 0.86257 -3.65014 0.92704
C -0.49929 -3.06578 1.28505
N -1.17107 -2.26376 0.24090
C -2.52260 -1.87276 0.65968
C -3.02501 -0.74158 -0.19153
N -2.04761 0.34954 -0.22179
C -2.19643 1.43389 0.76842
C -2.17236 0.99862 2.21460
C -0.85993 0.41239 2.74633
N 0.23644 0.23030 1.76459
C 1.35023 -0.50895 2.39267
C 2.41373 -0.80242 1.37966
N 1.83807 -1.39964 0.16335
C 1.82676 -2.86681 0.05106
H 0.71581 -4.57292 0.36403
H 1.32462 -3.93580 1.87430
H -0.44676 -2.42075 2.15710
H -1.12824 -3.91361 1.56603
H -1.20736 -2.79639 -0.62811
H -2.47784 -1.59909 1.71186
H -3.22548 -2.70499 0.57422
H -3.99489 -0.40606 0.18188
H -3.16185 -1.09220 -1.21529
H -2.08575 0.79222 -1.13846
H -3.14747 1.93983 0.59458
H -1.40524 2.15724 0.56419
H -2.98646 0.29637 2.39500
H -2.41833 1.88672 2.79584
H -1.05071 -0.56490 3.18849
H -0.49803 1.04630 3.55696
H 0.58731 1.15170 1.50817
H 0.96191 -1.43015 2.81752
H 1.78508 0.06086 3.21717
H 3.16026 -1.46796 1.81412
H 2.91185 0.12593 1.09727
H 2.40424 -1.09248 -0.62606
H 2.83038 -3.25600 0.23828
H 1.59076 -3.07729 -0.97963
N -5.69998 -4.77395 -4.65625
C -4.49896 -4.28823 -4.25999
C -4.01053 -4.55362 -2.96569
C -2.76273 -4.11288 -2.58896
C -1.98513 -3.37557 -3.48417
C -2.47408 -3.06758 -4.75611
C -3.71856 -3.50978 -5.13432
S -0.34545 -2.98082 -3.09040
O 0.43102 -2.88197 -4.28363
O 0.06193 -3.82452 -1.99473
N -0.44126 -1.44946 -2.41745
C -0.03829 -0.34358 -3.07100
S 0.27979 -0.02616 -4.73554
C 0.58111 1.63214 -4.34267
C 0.47864 1.85227 -3.02813
N 0.11504 0.72251 -2.30582
H -6.22511 -5.39179 -4.06544
H -6.01785 -4.65078 -5.60011
H -4.60882 -5.14460 -2.28298
H -2.35885 -4.38595 -1.62026
H -1.85795 -2.50625 -5.44754
H -4.09529 -3.28692 -6.12511
H 0.83111 2.35312 -5.10456
H 0.65223 2.79019 -2.52507
*
```

Output
**⟨S²⟩**: 0.757
**Frontier orbital gap (alpha / beta)**: 6.40 / 5.42 eV
**Max |F|**: 3.07 eV/Å
**E_HOMO (alpha / beta)**: -12.949 / -12.950 eV
**LUMO level (alpha / beta)**: -6.549 / -7.530 eV
**Energy relative to the best compared isomer or geometry (same formula, charge and spin)**: 214.01 kJ/mol


Entry 6:
A gas-phase ion, F2H4N2P (charge +1) at a distorted geometry, computed with ωB97M-V/def2-TZVPD.

```
! RIJCOSX wB97M-V def2-TZVPD def2/J DEFGRID3
* xyz 1 1
N 0.71198 0.83903 1.08857
P 0.05192 -0.24933 0.07765
N -0.63239 -0.10511 -1.37686
F -1.15747 -0.93228 1.05025
F 1.01475 -1.51608 -0.06046
H 1.09056 1.74128 0.82194
H 0.74325 0.44746 2.14251
H -1.61809 0.33066 -1.60144
H -0.20453 -0.55563 -2.14216
*
```

Output
**Frontier orbital gap**: 12.93 eV
**Max |F|**: 5.41 eV/Å
**Structure (SMILES)**: NP(=[NH2+])(F)F
**E_HOMO**: -17.481 eV
**LUMO level**: -4.549 eV
**Energy relative to the best compared isomer or geometry (same formula, charge and spin)**: 73.38 kJ/mol


- Which of these has the highest max |F|?
  C3H7NO2S


- Which value of energy relative to the best compared isomer or geometry (same formula, charge and spin) does entry 1 give?
  252.09 kJ/mol